<i>
{
  "formula": "C19H34O4",
  "method": "the ωB97M-V functional and the def2-TZVPD basis",
  "symbols": ["C", "C", "C", "C", "C", "C", "C", "C", "C", "C", "C", "C", "C", "H", "H", "C", "O", "H", "C", "H", "H", "C", "O", "H", "C", "H", "H", "O", "C", "O", "C", "H", "H", "H", "H", "H", "H", "H", "H", "H", "H", "H", "H", "H", "H", "H", "H", "H", "H", "H", "H", "H", "H", "H", "H", "H", "H"],
  "positions_angstrom": [[0.26, 5.75, -2.83], [0.04, 4.71, -3.43], [-0.12, 3.46, -4.33], [1.26, 3.08, -4.83], [1.96, 2.44, -3.73], [2.79, 3.27, -2.71], [3.80, 2.51, -1.70], [2.79, 1.41, -1.00], [1.78, 2.02, -0.08], [1.20, 0.91, 0.96], [0.23, 1.42, 1.67], [-0.47, 0.53, 2.65], [-1.50, -0.35, 2.25], [-0.85, -1.06, 1.24], [-2.36, 0.12, 1.71], [-1.73, -1.53, 3.11], [-0.77, -2.31, 3.70], [-0.28, -2.70, 2.79], [-3.09, -2.52, 2.38], [-3.78, -1.83, 2.41], [-2.81, -2.53, 1.34], [-3.09, -3.75, 3.03], [-3.20, -3.70, 4.45], [-2.20, -3.32, 4.74], [-2.53, -4.90, 2.52], [-1.35, -4.73, 3.12], [-2.68, -5.70, 3.29], [-2.30, -5.18, 1.19], [-1.12, -4.48, 0.63], [-0.32, -3.87, 1.18], [-1.38, -4.95, -0.93], [-0.78, -5.66, -1.05], [-2.34, -5.21, -1.11], [-0.99, -3.95, -1.36], [-4.29, -3.98, 2.91], [-2.25, -1.26, 3.87], [0.21, -0.07, 3.25], [-0.71, 0.92, 3.65], [0.70, 2.27, 2.40], [-0.47, 1.96, 1.13], [2.13, 0.37, 1.63], [1.03, 0.13, 0.20], [1.12, 2.54, -0.60], [2.36, 2.85, 0.70], [3.61, 0.90, -0.47], [2.35, 0.56, -1.45], [4.11, 3.13, -0.98], [4.39, 1.90, -2.16], [3.22, 3.92, -3.32], [2.02, 3.73, -2.32], [2.87, 1.75, -4.41], [1.42, 1.52, -3.43], [0.92, 2.28, -5.69], [1.96, 3.90, -5.13], [-0.46, 2.77, -3.60], [-0.51, 3.72, -5.18], [0.24, 6.76, -2.28]],
  "e_homo_ev": -8.27,
  "charge": 0,
  "gap_ev": 8.8,
  "lumo_energy_ha": 0.020
}

=====

<ii>
{
  "formula": "C19H34O4",
  "method": "the ωB97M-V functional and the def2-TZVPD basis",
  "symbols": ["C", "C", "C", "C", "C", "C", "C", "C", "C", "C", "C", "C", "C", "H", "H", "C", "O", "H", "C", "H", "H", "C", "O", "H", "C", "H", "H", "O", "C", "O", "C", "H", "H", "H", "H", "H", "H", "H", "H", "H", "H", "H", "H", "H", "H", "H", "H", "H", "H", "H", "H", "H", "H", "H", "H", "H", "H"],
  "positions_angstrom": [[6.51, 6.13, -4.52], [5.75, 5.49, -5.19], [4.82, 4.71, -5.98], [3.81, 3.98, -5.08], [2.83, 3.16, -5.91], [1.87, 2.33, -5.05], [0.90, 3.18, -4.24], [-0.22, 2.36, -3.59], [0.28, 1.41, -2.51], [-0.88, 0.68, -1.82], [-0.39, -0.27, -0.73], [-1.54, -1.01, -0.06], [-1.06, -1.96, 1.02], [-0.47, -1.41, 1.76], [-0.43, -2.74, 0.59], [-2.23, -2.63, 1.76], [-3.03, -1.67, 2.42], [-2.46, -1.18, 3.03], [-1.71, -3.72, 2.72], [-1.39, -4.57, 2.11], [-0.83, -3.35, 3.25], [-2.75, -4.19, 3.75], [-4.03, -4.34, 3.19], [-4.28, -3.48, 2.83], [-2.86, -3.27, 4.98], [-3.28, -2.31, 4.69], [-3.51, -3.75, 5.72], [-1.61, -3.06, 5.64], [-0.94, -1.94, 5.39], [-1.30, -1.08, 4.63], [0.32, -1.87, 6.22], [0.13, -1.25, 7.09], [0.61, -2.87, 6.54], [1.11, -1.41, 5.64], [-2.46, -5.19, 4.09], [-2.90, -3.10, 1.02], [-2.23, -0.29, 0.38], [-2.10, -1.57, -0.82], [0.30, -1.00, -1.17], [0.17, 0.29, 0.02], [-1.44, 0.12, -2.57], [-1.56, 1.41, -1.38], [0.84, 1.98, -1.76], [0.95, 0.67, -2.94], [-0.74, 1.79, -4.37], [-0.94, 3.05, -3.15], [0.45, 3.93, -4.90], [1.44, 3.72, -3.46], [1.29, 1.68, -5.72], [2.46, 1.69, -4.39], [3.39, 2.49, -6.56], [2.25, 3.83, -6.55], [4.35, 3.33, -4.40], [3.28, 4.72, -4.48], [4.29, 5.38, -6.67], [5.38, 3.98, -6.57], [7.18, 6.69, -3.95]],
  "e_homo_ev": -9.83,
  "charge": 0,
  "gap_ev": 10.6,
  "lumo_energy_ha": 0.028
}

=====

Stability, lowest: <i>

=====

<i>
{
  "formula": "C8H13N2OS",
  "method": "the ωB97M-V functional and the def2-TZVPD basis",
  "symbols": ["C", "C", "C", "C", "C", "C", "C", "C", "N", "N", "O", "S", "H", "H", "H", "H", "H", "H", "H", "H", "H", "H", "H", "H", "H"],
  "positions_angstrom": [[1.82, -0.78, 2.20], [0.68, -0.93, 2.86], [0.09, 0.83, -1.47], [-0.34, 0.67, -0.22], [-0.79, 0.90, -2.60], [0.35, 0.54, 1.07], [-0.22, 1.69, -3.71], [-1.52, -1.14, 1.81], [1.68, 0.02, 1.07], [-0.40, -0.21, 2.23], [-1.79, 0.21, -2.65], [0.32, 2.24, 1.83], [2.71, -1.30, 2.34], [0.70, -1.39, 3.75], [1.21, 0.88, -1.74], [-1.44, 0.75, 0.00], [0.56, 1.17, -4.30], [0.00, 2.78, -3.34], [-0.98, 1.74, -4.53], [-0.99, -1.70, 1.04], [-2.05, -1.57, 2.70], [-2.33, -0.45, 1.49], [1.97, -0.07, 0.10], [-0.87, 0.59, 2.84], [0.95, 2.97, 0.93]],
  "e_homo_ev": -13.13,
  "charge": 1,
  "gap_ev": 9.4,
  "lumo_energy_ha": -0.136
}

=====

<ii>
{
  "formula": "C8H13N2OS",
  "method": "the ωB97M-V functional and the def2-TZVPD basis",
  "symbols": ["C", "C", "C", "C", "C", "C", "C", "C", "N", "N", "O", "S", "H", "H", "H", "H", "H", "H", "H", "H", "H", "H", "H", "H", "H"],
  "positions_angstrom": [[-2.75, 1.12, -0.05], [-3.33, 0.03, -0.50], [-0.58, 1.36, -1.05], [-1.06, -1.25, 0.51], [1.14, -0.47, -0.40], [-1.28, 1.25, 0.26], [2.33, -0.99, -1.01], [-0.62, 1.64, 1.52], [0.56, 0.54, -1.21], [0.15, -1.61, -0.18], [-1.11, 1.95, -1.97], [-2.61, -1.57, -0.30], [-3.22, 2.11, 0.09], [-4.34, -0.18, -0.71], [-0.91, -1.31, 1.56], [1.06, -0.11, 0.56], [2.07, -1.29, -1.96], [2.64, -1.80, -0.52], [3.15, -0.28, -1.13], [-0.82, 2.76, 1.69], [0.45, 1.56, 1.44], [-1.06, 1.18, 2.35], [0.74, 0.60, -2.20], [0.58, -2.38, 0.33], [-0.05, -1.99, -1.20]],
  "e_homo_ev": [-12.07, -12.07],
  "charge": 1,
  "gap_ev": [7.3, 7.3],
  "lumo_energy_ha": [-0.176, -0.176]
}

=====

Stability, lowest: <ii>